No. 1
The following is a quantum chemistry calculation of a cluster of 6 separate species, C36H90O24P6 in total at a distorted geometry, from OMol25.

XYZ file:
```
156
Properties=species:S:1:pos:R:3:lowdin_charge:R:1
C 1.18 5.11 1.68 -0.039
C 1.30 3.78 0.89 -0.253
O 1.09 2.72 1.81 -0.192
P 1.49 1.22 1.40 0.427
O 2.87 1.02 0.91 -0.221
O 1.24 0.50 2.80 -0.189
C 0.06 0.73 3.53 -0.244
C -0.35 -0.59 4.30 -0.025
O 0.23 0.88 0.46 -0.211
C -0.04 -0.48 0.04 -0.239
C 0.20 -0.55 -1.44 -0.055
H 1.51 5.86 0.97 0.070
H 0.17 5.35 1.99 0.056
H 1.84 5.02 2.55 0.072
H 0.54 3.73 0.11 0.093
H 2.29 3.77 0.44 0.118
H 0.12 1.62 4.16 0.116
H -0.72 0.97 2.80 0.103
H -1.16 -0.45 5.02 0.076
H -0.64 -1.42 3.66 0.053
H 0.47 -0.78 4.99 0.057
H 0.64 -1.10 0.63 0.099
H -1.04 -0.81 0.35 0.116
H -0.57 -0.11 -2.07 0.046
H 1.07 0.05 -1.70 0.080
H 0.42 -1.58 -1.75 0.079
C 3.55 3.13 4.62 -0.058
C 4.27 1.88 5.07 -0.288
O 4.34 1.77 6.48 -0.187
P 4.62 0.33 7.17 0.438
O 5.79 -0.38 6.63 -0.229
O 4.70 0.71 8.72 -0.193
C 3.71 0.43 9.74 -0.250
C 4.08 1.22 10.97 -0.066
O 3.19 -0.41 7.10 -0.203
C 3.08 -1.73 6.55 -0.246
C 1.75 -2.36 7.04 -0.065
H 2.65 3.18 5.24 0.081
H 4.14 4.02 4.83 0.078
H 3.37 3.04 3.55 0.066
H 3.90 0.93 4.68 0.114
H 5.29 1.95 4.68 0.122
H 2.72 0.47 9.27 0.113
H 3.84 -0.65 9.85 0.119
H 3.56 0.65 11.75 0.079
H 5.12 1.11 11.27 0.081
H 3.94 2.30 10.96 0.079
H 3.12 -1.75 5.47 0.105
H 3.89 -2.38 6.89 0.116
H 1.28 -2.74 6.13 0.042
H 1.72 -3.14 7.79 0.071
H 1.14 -1.50 7.33 0.075
C -4.96 -2.49 1.51 -0.087
C -5.58 -3.53 0.60 -0.256
O -5.68 -2.91 -0.69 -0.195
P -4.78 -3.54 -1.87 0.440
O -5.29 -4.85 -2.34 -0.234
O -4.72 -2.43 -3.02 -0.212
C -5.87 -2.23 -3.88 -0.229
C -7.21 -2.16 -3.19 -0.094
O -3.29 -3.62 -1.18 -0.205
C -2.07 -3.95 -1.91 -0.240
C -2.15 -3.58 -3.36 -0.085
H -5.31 -1.53 1.15 0.086
H -4.96 -2.70 2.58 0.085
H -3.92 -2.35 1.19 0.047
H -5.06 -4.48 0.62 0.118
H -6.60 -3.63 0.97 0.122
H -5.71 -1.31 -4.44 0.122
H -5.80 -3.13 -4.49 0.120
H -7.28 -1.35 -2.45 0.081
H -7.99 -2.06 -3.95 0.084
H -7.54 -2.96 -2.52 0.072
H -1.28 -3.40 -1.41 0.100
H -2.01 -5.03 -1.78 0.125
H -1.27 -3.88 -3.93 0.092
H -2.97 -4.15 -3.77 0.080
H -2.22 -2.49 -3.42 0.059
C 1.97 3.12 -2.80 -0.047
C 1.13 4.15 -3.57 -0.253
O 0.46 4.96 -2.62 -0.200
P -1.12 5.22 -2.74 0.426
O -1.52 5.98 -3.92 -0.221
O -1.77 3.75 -2.70 -0.186
C -1.97 3.01 -1.48 -0.240
C -2.87 1.85 -1.86 -0.067
O -1.58 5.90 -1.34 -0.171
C -0.82 6.89 -0.69 -0.299
C -1.35 7.29 0.67 -0.070
H 2.79 3.65 -2.33 0.081
H 1.50 2.49 -2.04 0.056
H 2.40 2.44 -3.54 0.078
H 1.73 4.80 -4.21 0.130
H 0.38 3.71 -4.23 0.094
H -1.07 2.63 -1.01 0.096
H -2.59 3.69 -0.89 0.117
H -3.89 2.15 -2.11 0.082
H -2.43 1.29 -2.69 0.063
H -3.03 1.18 -1.02 0.078
H 0.26 6.70 -0.67 0.098
H -0.86 7.82 -1.28 0.123
H -0.60 7.91 1.16 0.087
H -2.31 7.80 0.55 0.081
H -1.47 6.37 1.24 0.061
C -2.15 -4.06 2.87 -0.046
C -0.74 -4.19 2.24 -0.206
O 0.14 -3.83 3.33 -0.224
P 1.70 -3.66 3.11 0.398
O 2.09 -2.39 2.53 -0.192
O 2.26 -4.06 4.55 -0.207
C 2.01 -5.28 5.27 -0.247
C 3.10 -6.31 5.14 -0.060
O 2.15 -4.93 2.21 -0.192
C 3.28 -4.74 1.33 -0.271
C 3.41 -5.84 0.29 -0.063
H -2.59 -3.20 2.37 0.033
H -2.78 -4.92 2.67 0.079
H -2.10 -3.85 3.93 0.084
H -0.55 -5.25 2.07 0.118
H -0.53 -3.49 1.43 0.110
H 1.97 -5.04 6.33 0.105
H 1.03 -5.60 4.92 0.118
H 2.74 -7.33 5.02 0.083
H 3.74 -6.09 4.27 0.072
H 3.91 -6.13 5.84 0.082
H 3.15 -3.83 0.74 0.105
H 4.17 -4.55 1.93 0.122
H 2.41 -6.22 0.06 0.076
H 3.72 -5.41 -0.66 0.076
H 3.99 -6.67 0.69 0.073
C 0.45 1.74 -11.38 -0.065
C 1.38 1.54 -10.16 -0.246
O 0.55 1.08 -9.10 -0.195
P 0.72 1.77 -7.66 0.419
O 2.13 1.97 -7.25 -0.229
O -0.15 3.11 -7.75 -0.171
C -1.55 3.04 -8.10 -0.260
C -1.80 4.14 -9.16 -0.066
O -0.18 0.83 -6.74 -0.179
C 0.04 0.65 -5.36 -0.251
C -0.75 -0.59 -4.94 -0.064
H 0.90 1.31 -12.28 0.069
H -0.44 1.13 -11.24 0.077
H 0.18 2.78 -11.55 0.061
H 2.11 0.77 -10.40 0.118
H 1.85 2.50 -9.93 0.115
H -2.00 2.12 -8.48 0.117
H -2.22 3.37 -7.31 0.115
H -1.43 3.75 -10.11 0.052
H -2.87 4.19 -9.37 0.079
H -1.31 5.06 -8.87 0.083
H 1.08 0.36 -5.19 0.114
H -0.09 1.59 -4.82 0.107
H -1.24 -0.69 -3.98 0.028
H -1.64 -0.77 -5.56 0.085
H -0.07 -1.44 -5.00 0.081
```

Its relative energy (zero: lowest compared OMol25 entry of this formula, charge and spin) is 344.98 kJ/mol. The lowest unoccupied orbital energy comes out at 0.4 eV. As for the structure (SMILES): CCOP(=O)(OCC)OCC.CCOP(=O)(OCC)OCC.CCOP(=O)(OCC)OCC.CCOP(=O)(OCC)OCC.CCOP(=O)(OCC)OCC.CCOP(=O)(OCC)OCC. For the energy, the calculation gives -143678.380 eV. Its net charge is 0.

No. 2
The following is a quantum chemistry calculation of a cluster of 10 separate species, C36H91NO10 in total at a distorted geometry, from OMol25.

XYZ file:
```
138
Properties=species:S:1:pos:R:3:lowdin_charge:R:1
C -4.45 -5.43 0.11 -0.003
C -3.21 -4.54 0.46 -0.501
C -3.47 -3.70 1.68 -0.017
C -2.01 -5.44 0.73 -0.161
C -1.44 -6.09 -0.45 -0.196
C -0.96 -5.06 -1.48 -0.121
C -2.18 -4.26 -1.99 -0.468
C -1.73 -3.08 -2.75 -0.064
C -3.04 -5.16 -2.98 -0.020
N -2.86 -3.71 -0.71 -0.080
O -3.94 -2.88 -1.06 -0.042
H -4.83 -6.03 0.99 0.106
H -5.27 -4.72 -0.08 0.086
H -4.30 -6.08 -0.67 0.027
H -2.55 -3.26 1.97 0.067
H -4.14 -2.90 1.46 0.075
H -3.71 -4.38 2.48 0.092
H -1.18 -4.82 1.14 0.127
H -2.17 -6.13 1.57 0.133
H -0.55 -6.76 -0.25 0.139
H -2.17 -6.72 -0.90 0.085
H -0.47 -5.58 -2.29 0.117
H -0.25 -4.36 -1.05 0.106
H -1.33 -3.34 -3.73 0.088
H -0.99 -2.51 -2.19 0.075
H -2.50 -2.32 -3.00 0.097
H -3.34 -6.17 -2.73 0.063
H -2.40 -5.27 -3.84 0.067
H -3.95 -4.55 -3.35 0.111
H -4.64 -3.43 -1.42 0.080
C 1.57 -1.82 -0.14 -0.030
C 1.37 -0.31 -0.11 -0.373
C 0.45 0.33 -1.12 -0.036
O 0.71 0.10 1.19 -0.111
H 0.58 -2.28 0.19 0.090
H 2.37 -2.09 0.50 0.056
H 1.71 -2.22 -1.12 0.060
H 2.38 0.13 -0.06 0.115
H 0.58 1.38 -1.02 0.063
H -0.61 -0.02 -0.95 0.073
H 0.71 0.04 -2.16 0.072
H -0.14 -0.39 1.20 0.055
C -0.57 2.63 4.88 -0.071
C -1.51 1.59 5.36 -0.492
C -1.04 0.12 5.50 -0.034
O -1.99 1.93 6.71 -0.074
H -0.12 2.30 3.96 0.043
H 0.28 2.59 5.58 0.096
H -1.16 3.65 4.91 0.129
H -2.45 1.56 4.75 0.118
H -1.87 -0.57 5.77 0.096
H -0.29 0.14 6.22 0.055
H -0.54 -0.23 4.58 0.064
H -2.24 2.84 6.57 0.064
C 3.87 4.30 -0.35 -0.038
C 3.19 3.34 -1.39 -0.427
C 3.65 3.83 -2.80 -0.059
O 3.72 2.02 -1.27 -0.056
H 4.94 4.22 -0.55 0.073
H 3.76 3.86 0.64 0.038
H 3.58 5.35 -0.30 0.082
H 2.09 3.44 -1.26 0.114
H 3.22 4.79 -3.05 0.080
H 3.29 3.20 -3.61 0.057
H 4.71 3.90 -2.91 0.070
H 3.84 1.69 -2.17 0.056
C -0.84 4.47 1.63 -0.069
C -1.66 5.23 0.65 -0.458
C -0.81 6.20 -0.12 -0.059
O -2.19 4.30 -0.37 -0.101
H -0.21 3.86 1.07 0.057
H -1.44 3.79 2.30 0.080
H -0.26 5.12 2.25 0.086
H -2.53 5.83 1.06 0.153
H -1.44 6.59 -0.91 0.079
H -0.03 5.65 -0.66 0.075
H -0.34 6.97 0.47 0.086
H -2.86 3.62 -0.07 0.086
C 2.45 3.12 2.90 -0.039
C 2.88 1.63 2.87 -0.494
C 4.23 1.46 3.60 -0.039
O 1.88 0.89 3.44 -0.065
H 3.19 3.71 2.46 0.032
H 2.31 3.45 3.93 0.087
H 1.59 3.25 2.32 0.036
H 3.07 1.30 1.77 0.155
H 5.00 2.01 3.03 0.085
H 4.42 0.35 3.56 0.076
H 4.25 1.81 4.62 0.076
H 1.23 0.70 2.78 0.030
C 1.71 -2.96 3.82 -0.052
C 3.23 -2.96 3.70 -0.532
C 3.77 -4.13 2.91 -0.053
O 3.60 -1.77 3.08 -0.041
H 1.42 -2.15 4.52 0.079
H 1.32 -3.95 4.16 0.095
H 1.33 -2.68 2.84 0.070
H 3.62 -3.00 4.74 0.140
H 3.81 -5.02 3.52 0.070
H 4.81 -3.87 2.67 0.086
H 3.21 -4.34 2.00 0.075
H 3.14 -1.06 3.48 0.025
C 1.97 0.81 -5.62 -0.062
C 2.33 -0.40 -4.80 -0.499
C 2.87 -1.49 -5.75 -0.050
O 3.34 0.02 -3.91 -0.048
H 2.71 1.13 -6.30 0.072
H 1.74 1.63 -4.96 0.039
H 1.09 0.54 -6.29 0.105
H 1.44 -0.72 -4.26 0.116
H 3.82 -1.14 -6.20 0.089
H 2.09 -1.69 -6.55 0.101
H 3.13 -2.39 -5.23 0.059
H 3.74 -0.77 -3.56 0.091
C -1.75 2.07 -5.00 -0.018
C -1.42 2.85 -3.66 -0.452
C 0.03 3.41 -3.52 -0.037
O -2.27 3.97 -3.69 -0.055
H -0.96 1.37 -5.36 0.058
H -1.87 2.83 -5.73 0.063
H -2.68 1.54 -4.84 0.067
H -1.66 2.23 -2.82 0.095
H 0.30 3.79 -4.46 0.061
H 0.80 2.65 -3.38 0.044
H 0.04 4.15 -2.69 0.079
H -2.41 4.21 -2.77 0.063
C -2.93 1.00 1.88 -0.026
C -2.99 0.03 0.70 -0.506
C -3.12 0.74 -0.61 -0.067
O -1.96 -0.90 0.75 -0.067
H -1.91 1.26 2.17 0.071
H -3.37 0.58 2.76 0.066
H -3.41 1.96 1.61 0.083
H -3.96 -0.49 0.83 0.134
H -3.10 0.05 -1.49 0.094
H -2.32 1.49 -0.77 0.064
H -4.10 1.25 -0.56 0.096
H -2.16 -1.67 0.18 0.075
```

Its relative energy (zero: lowest compared OMol25 entry of this formula, charge and spin) is 108.31 kJ/mol. The lowest unoccupied orbital energy comes out at 0.4 eV. As for the structure (SMILES): CC1(C)CCCC(C)(C)N1O.CC(C)O.CC(C)O.CC(C)O.CC(C)O.CC(C)O.CC(C)O.CC(C)O.CC(C)O.CC(C)O. For the energy, the calculation gives -60769.760 eV. Its net charge is 0.